[1]
{
  "formula": "C4H9N",
  "method": "ωB97M-V with the def2-TZVPD basis set",
  "symbols": ["N", "C", "C", "C", "C", "H", "H", "H", "H", "H", "H", "H", "H", "H"],
  "coordinates": [[-0.632, 1.806, -0.913], [1.725, -0.379, 0.382], [-0.679, -1.246, 0.152], [-1.077, 2.688, -0.057], [0.628, -0.922, 0.946], [0.610, -1.289, 1.939], [2.735, -0.165, 0.779], [0.107, 2.156, -1.469], [-1.566, -0.886, 0.454], [-0.843, -2.350, 0.024], [-1.873, 2.399, 0.635], [1.768, -0.211, -0.767], [-0.544, -0.853, -0.836], [-0.739, 3.671, 0.279]],
  "forces_ev_per_a": [[-2.235, 1.948, 2.434], [-0.082, -0.299, -2.051], [4.152, -2.093, -1.291], [0.539, -2.203, -0.429], [-0.411, 0.062, -1.796], [0.270, 0.127, 1.106], [-0.995, -0.377, 0.545], [1.155, 0.675, -0.599], [-2.838, 1.637, 1.826], [0.450, 0.742, 0.348], [-0.181, -0.469, -0.421], [-0.581, -0.064, 1.979], [0.067, 0.159, -0.620], [0.691, 0.157, -1.031]],
  "e_lumo_ev": 1.15,
  "charge": 0,
  "e_homo_ev": -9.43
}



[2]
{
  "formula": "C4H9N",
  "method": "ωB97M-V with the def2-TZVPD basis set",
  "symbols": ["N", "C", "C", "C", "C", "H", "H", "H", "H", "H", "H", "H", "H", "H"],
  "coordinates": [[1.804, 0.239, -1.072], [-1.381, 0.546, 1.060], [-0.612, 0.069, -0.169], [-0.115, -1.334, -0.142], [0.853, 0.330, -0.083], [-0.908, 0.182, 1.973], [-2.390, 0.138, 1.043], [1.207, 0.889, 0.779], [-0.211, -1.923, -1.044], [0.264, -1.850, 0.730], [1.531, -0.348, -1.854], [2.408, 1.043, -1.212], [-1.044, 0.381, -1.121], [-1.407, 1.638, 1.111]],
  "forces_ev_per_a": [[0.633, 0.123, -1.167], [0.026, 0.026, -0.385], [0.339, 0.971, 0.582], [1.168, 1.117, 0.772], [-1.858, -1.947, -0.104], [0.132, -0.046, -0.016], [-0.108, 0.113, 0.025], [0.012, -0.734, 0.537], [0.659, 0.143, -0.216], [-0.796, 0.147, 0.280], [0.469, 0.642, 0.028], [-0.346, -0.250, -0.361], [-0.191, -0.233, 0.056], [-0.137, -0.073, -0.032]],
  "e_lumo_ev": 1.25,
  "charge": 0,
  "e_homo_ev": -6.83
}



[3]
{
  "formula": "C4H9N",
  "method": "ωB97M-V with the def2-TZVPD basis set",
  "symbols": ["N", "C", "C", "C", "C", "H", "H", "H", "H", "H", "H", "H", "H", "H"],
  "coordinates": [[1.366, 0.139, 0.006], [0.573, -0.264, -1.177], [0.464, 0.636, 1.041], [-0.872, -0.065, 0.783], [-0.917, -0.146, -0.746], [-0.781, -1.085, 1.174], [-1.456, -1.041, -1.039], [0.816, -1.295, -1.421], [0.894, 0.429, 2.015], [-1.387, 0.687, -1.275], [1.919, -0.621, 0.375], [0.773, 0.464, -1.956], [0.325, 1.722, 0.966], [-1.716, 0.442, 1.253]],
  "forces_ev_per_a": [[0.233, 0.124, 0.059], [-0.294, 0.472, 1.215], [-0.187, 0.135, -0.207], [0.383, 0.082, 0.043], [0.079, -0.479, -0.297], [-0.257, 0.125, 0.032], [-0.180, -0.066, -0.182], [0.139, 0.123, -0.512], [-0.035, 0.000, 0.243], [-0.017, 0.118, 0.460], [-0.087, -0.075, -0.126], [0.129, -0.397, -0.523], [0.130, -0.047, -0.097], [-0.036, -0.115, -0.108]],
  "e_lumo_ev": 1.16,
  "charge": 0,
  "e_homo_ev": -8.63
}



[4]
{
  "formula": "C4H9N",
  "method": "ωB97M-V with the def2-TZVPD basis set",
  "symbols": ["N", "C", "C", "C", "C", "H", "H", "H", "H", "H", "H", "H", "H", "H"],
  "coordinates": [[-0.846, -0.630, 1.844], [0.910, -0.741, -1.057], [-0.925, -0.233, 0.414], [0.478, 0.081, -0.086], [0.572, 1.262, -1.119], [1.544, 1.710, -1.328], [-1.334, -1.063, -0.126], [0.071, -0.302, 2.144], [0.311, -1.498, -1.578], [-1.548, -0.157, 2.397], [-1.556, 0.641, 0.261], [-0.063, 2.100, -0.812], [1.938, -0.736, -1.430], [0.139, 1.081, -2.091]],
  "forces_ev_per_a": [[0.404, 0.284, -0.377], [1.112, -2.649, 0.218], [0.601, 0.490, 0.906], [-1.263, 0.020, -2.111], [0.251, 2.782, 0.521], [0.184, -0.286, 0.370], [-0.391, -0.508, -0.510], [-0.308, -0.118, 0.366], [-0.001, -0.512, 0.780], [0.021, 0.024, 0.036], [-0.200, 0.081, 0.057], [0.117, 0.018, 0.617], [-0.332, 0.843, -0.337], [-0.195, -0.468, -0.536]],
  "e_lumo_ev": 0.44,
  "charge": 0,
  "e_homo_ev": -8.36
}



[5]
{
  "formula": "C4H9N",
  "method": "ωB97M-V with the def2-TZVPD basis set",
  "symbols": ["N", "C", "C", "C", "C", "H", "H", "H", "H", "H", "H", "H", "H", "H"],
  "coordinates": [[-0.846, -0.326, -0.523], [-1.076, -1.724, -0.270], [0.122, 1.381, 1.246], [0.326, 0.448, 0.027], [1.590, 0.397, -0.541], [2.432, 1.155, -0.227], [-0.299, 0.800, 2.180], [2.015, -0.513, -0.923], [-0.876, -2.020, 0.770], [-0.895, -0.017, -1.548], [-0.434, -2.324, -0.926], [1.028, 2.035, 1.450], [-2.012, -1.818, -0.727], [-0.802, 1.971, 0.836]],
  "forces_ev_per_a": [[2.029, 3.734, -0.383], [2.105, 0.238, -0.957], [-2.705, 0.006, -1.065], [2.209, -0.850, -0.384], [-0.328, 1.122, 2.470], [-1.931, -1.486, -0.318], [1.138, 1.062, -1.788], [-0.415, -0.089, -1.282], [-0.755, 0.241, -0.384], [0.037, -1.218, 2.100], [0.371, -0.377, 0.325], [-1.337, -0.989, -0.145], [-2.013, -1.106, 0.418], [1.593, -0.287, 1.392]],
  "e_lumo_ev": 1.04,
  "charge": 0,
  "e_homo_ev": -8.68
}



[6]
{
  "formula": "C4H9N",
  "method": "ωB97M-V with the def2-TZVPD basis set",
  "symbols": ["N", "C", "C", "C", "C", "H", "H", "H", "H", "H", "H", "H", "H", "H"],
  "coordinates": [[0.552, -0.283, -0.182], [0.005, 0.813, 0.688], [-1.853, -0.431, -0.289], [-1.461, 0.383, 0.920], [-0.602, -0.554, -1.144], [-0.577, 0.289, -1.909], [-0.507, -1.513, -1.665], [-2.730, -0.043, -0.795], [0.055, 1.790, 0.191], [-2.223, 1.182, 1.090], [5.266, -0.650, 0.064], [-1.445, -0.870, 0.764], [0.553, 0.862, 1.644], [4.967, -0.975, 0.623]],
  "forces_ev_per_a": [[-2.451, -0.451, -1.256], [-0.221, -1.578, 0.378], [1.129, 4.439, -1.662], [0.790, 1.656, -4.546], [2.978, 0.000, 2.601], [-0.737, -0.575, 0.825], [0.206, 0.270, 0.065], [-1.093, -1.085, 0.596], [-0.234, 0.494, 0.034], [0.159, -1.675, 1.471], [0.489, 0.527, -0.902], [-0.448, -1.560, 2.003], [-0.073, 0.064, -0.505], [-0.493, -0.526, 0.900]],
  "e_lumo_ev": -1.53,
  "charge": 0,
  "e_homo_ev": -6.87
}



[7]
{
  "formula": "C4H9N",
  "method": "ωB97M-V with the def2-TZVPD basis set",
  "symbols": ["N", "C", "C", "C", "C", "H", "H", "H", "H", "H", "H", "H", "H", "H"],
  "coordinates": [[0.130, -0.263, 0.889], [1.064, 0.659, 1.512], [-0.190, -0.141, -0.460], [-1.301, -1.093, -0.853], [0.451, 0.690, -1.303], [-1.332, -1.908, -0.141], [-1.148, -1.417, -1.872], [1.488, 0.974, -1.257], [-0.159, 0.961, -2.159], [-0.688, -0.440, 1.450], [2.050, 0.187, 1.509], [-2.280, -0.604, -0.809], [0.779, 0.807, 2.551], [1.135, 1.588, 0.943]],
  "forces_ev_per_a": [[0.118, -0.061, 0.046], [0.212, -0.809, -0.329], [0.386, 0.138, 0.945], [-0.525, 1.291, 0.079], [-0.846, -0.575, -0.581], [0.116, -0.305, -0.159], [-0.011, -0.348, -0.089], [-0.154, 0.657, 0.491], [0.693, -0.402, -0.559], [0.059, -0.255, -0.033], [0.126, 0.245, 0.056], [0.005, 0.005, -0.013], [-0.010, 0.231, -0.017], [-0.169, 0.187, 0.166]],
  "e_lumo_ev": 1.09,
  "charge": 0,
  "e_homo_ev": -7.73
}



[8]
{
  "formula": "C4H9N",
  "method": "ωB97M-V with the def2-TZVPD basis set",
  "symbols": ["N", "C", "C", "C", "C", "H", "H", "H", "H", "H", "H", "H", "H", "H"],
  "coordinates": [[2.213, -1.103, 0.769], [-1.820, 0.861, -1.157], [0.954, -0.483, 1.135], [0.225, 0.198, 0.033], [-1.052, -0.040, -0.228], [-1.671, -0.751, 0.334], [0.246, -1.210, 1.596], [-2.530, 1.571, -0.591], [-1.083, 1.600, -1.690], [2.190, -1.805, -0.015], [1.175, 0.273, 1.864], [2.759, -0.313, 0.333], [-2.442, 0.265, -1.899], [0.834, 0.937, -0.484]],
  "forces_ev_per_a": [[1.617, 0.451, -1.706], [-0.287, 1.480, -0.993], [-1.098, -1.184, -0.231], [-0.038, -0.625, 0.433], [-0.628, 1.270, -0.288], [0.597, 0.045, -0.097], [0.694, 0.304, -0.100], [0.884, -1.272, -0.674], [-1.396, -1.556, 0.653], [-0.637, 0.919, 1.182], [0.222, 0.292, 0.697], [-0.304, -1.192, 0.698], [0.781, 0.930, 0.728], [-0.406, 0.139, -0.302]],
  "e_lumo_ev": 1.22,
  "charge": 0,
  "e_homo_ev": -9.08
}



[9]
{
  "formula": "C4H9N",
  "method": "ωB97M-V with the def2-TZVPD basis set",
  "symbols": ["N", "C", "C", "C", "C", "H", "H", "H", "H", "H", "H", "H", "H", "H"],
  "coordinates": [[0.894, -0.715, -0.173], [-0.288, -0.165, 0.486], [-1.099, 0.916, -0.200], [-1.693, -0.483, -0.029], [1.924, 0.242, 0.039], [-1.545, 1.789, 0.309], [2.857, 0.048, -0.488], [-0.091, -0.021, 1.557], [2.073, 0.357, 1.128], [-2.445, -0.706, 0.686], [-1.717, -1.145, -0.927], [1.610, 1.238, -0.310], [0.673, -0.697, -1.236], [-0.744, 1.079, -1.279]],
  "forces_ev_per_a": [[-1.781, -0.233, -2.321], [-0.690, 0.007, -0.163], [0.155, -0.137, -1.573], [1.821, -0.364, -0.699], [0.853, 1.576, 0.405], [0.427, -0.672, -0.295], [0.046, -0.479, 0.237], [-0.427, -0.302, -0.395], [0.361, -0.194, -0.473], [-0.568, 0.121, 0.470], [-0.038, 0.709, 0.796], [0.050, 0.155, 0.057], [0.436, -0.346, 2.262], [-0.645, 0.160, 1.692]],
  "e_lumo_ev": 1.25,
  "charge": 0,
  "e_homo_ev": -8.84
}



[10]
{
  "formula": "C4H9N",
  "method": "ωB97M-V with the def2-TZVPD basis set",
  "symbols": ["N", "C", "C", "C", "C", "H", "H", "H", "H", "H", "H", "H", "H", "H"],
  "coordinates": [[1.657, -1.168, -0.251], [1.518, 0.208, 0.136], [-2.362, 0.491, 0.038], [-0.951, 0.457, -0.358], [0.072, 0.188, 0.529], [1.100, -1.384, -1.067], [-2.506, 0.491, 1.124], [2.155, 0.345, 1.006], [-0.770, 0.532, -1.423], [-0.068, -0.143, 1.551], [2.613, -1.493, -0.349], [-2.919, -0.306, -0.451], [1.872, 0.960, -0.581], [-2.818, 1.435, -0.289]],
  "forces_ev_per_a": [[-0.396, 0.593, -0.940], [0.816, 0.238, 0.051], [-0.069, 0.988, 0.778], [-0.651, -0.763, 0.482], [0.935, 0.111, -0.151], [0.208, -0.239, -0.062], [0.097, -0.412, -0.218], [-0.070, 0.148, 0.267], [0.398, 0.218, -0.087], [-0.532, 0.002, -0.063], [-0.102, -0.418, 0.576], [-0.098, -0.170, -0.116], [-0.553, -0.155, -0.187], [0.018, -0.142, -0.329]],
  "e_lumo_ev": [-4.18, -8.45],
  "charge": 1,
  "multiplicity": 2,
  "e_homo_ev": [-15.46, -14.66],
  "s2": 0.76
}



[11]
{
  "formula": "C4H9N2",
  "method": "ωB97M-V with the def2-TZVPD basis set",
  "symbols": ["N", "N", "C", "C", "C", "C", "H", "H", "H", "H", "H", "H", "H", "H", "H"],
  "coordinates": [[-0.801, 0.319, -1.459], [0.054, -0.066, 0.733], [0.027, 0.232, -2.694], [0.657, -0.485, 1.993], [0.445, -0.234, 3.324], [0.088, -0.459, -0.598], [-0.719, 0.598, 0.999], [1.485, -1.187, 1.699], [1.101, 0.359, -2.552], [-0.173, -0.756, -3.138], [-1.689, -0.337, -1.422], [-0.305, 1.048, -3.301], [1.047, -0.844, 3.799], [-0.924, 1.362, -1.196], [-0.293, 0.451, 3.813]],
  "forces_ev_per_a": [[-0.422, 0.056, 1.670], [-3.045, 1.710, -1.480], [-0.792, -0.257, -1.866], [1.767, -1.707, -0.623], [-3.512, 3.044, -5.283], [1.707, -0.821, 6.029], [0.837, -0.271, -0.598], [-0.919, 0.611, 0.736], [-0.314, -0.116, 0.694], [0.256, 0.622, 0.023], [1.569, 2.141, -0.756], [-0.281, 0.240, -0.880], [2.834, -2.488, 3.232], [-0.528, -1.918, -0.231], [0.842, -0.847, -0.667]],
  "e_lumo_ev": [-4.36, -4.36],
  "charge": 1,
  "e_homo_ev": [-13.80, -13.80]
}



[12]
{
  "formula": "C4H9N2",
  "method": "ωB97M-V with the def2-TZVPD basis set",
  "symbols": ["N", "N", "C", "C", "C", "C", "H", "H", "H", "H", "H", "H", "H", "H", "H"],
  "coordinates": [[-2.374, -0.881, -0.129], [-1.197, 1.047, 0.043], [0.010, 0.339, 0.412], [-2.340, 0.465, -0.027], [1.189, 0.521, -0.220], [2.417, -0.295, 0.012], [-3.093, -1.474, 0.105], [-1.097, 2.033, -0.077], [1.158, 1.302, -0.913], [-1.449, -1.365, 0.224], [-0.237, -0.146, 1.293], [-3.274, 1.089, -0.222], [2.490, -0.845, 0.920], [2.545, -0.906, -0.774], [3.213, 0.387, -0.017]],
  "forces_ev_per_a": [[4.739, 0.732, 1.558], [1.446, 0.778, 0.248], [0.812, 1.239, -1.642], [-2.164, -0.938, -1.524], [-2.116, -1.684, 2.272], [-1.125, 2.631, 1.899], [-2.678, -0.834, 0.327], [-0.445, 0.644, -0.066], [0.415, 0.828, -1.557], [-2.223, 1.293, -1.383], [0.501, -1.702, 1.542], [1.347, -1.054, 0.465], [-0.426, -0.376, 0.747], [0.437, -2.411, -2.932], [1.478, 0.854, 0.047]],
  "e_lumo_ev": -3.89,
  "charge": 1,
  "e_homo_ev": -14.09
}



The calculation returns the following ΔE to the lowest compared entry with this formula, charge and spin values, one per record and in order: 2.249; 2.653; 0.128; 3.661; 2.375; 8.293; 0.941; 0.899; 1.427; 2.122; 5.359; 1.740 eV.
The calculation returns the following F_max values, one per record and in order: 4.83; 2.69; 1.34; 2.88; 4.27; 4.90; 1.40; 2.39; 2.94; 1.26; 7.04; 5.04 eV Å⁻¹.